No. 1
Formula: C9H10NO6Pt
Source: the Open Molecules 2025 dataset
Level of theory: the ωB97M-V functional and the def2-TZVPD basis

The geometry in XYZ format:
```
27
Properties=species:S:1:pos:R:3:mulliken_spin:R:1
Pt -0.243 1.132 -1.963 1.1754
H -1.409 -2.384 0.742 0.0391
H 2.395 -0.136 0.484 -0.0056
O -3.364 0.746 -1.780 0.0091
C 1.673 0.287 1.193 0.0061
C -1.451 -1.774 1.654 0.0185
H -0.174 -2.161 3.761 0.0055
C 1.744 0.974 -2.042 0.0215
H 1.594 1.362 1.009 -0.0027
O -0.337 3.411 0.186 0.0063
H -1.718 -2.402 2.504 0.0072
O -0.349 -1.829 -2.682 0.6884
C -0.269 2.634 -0.661 0.1041
H 2.057 0.136 2.208 0.0027
C -0.260 -0.678 -2.924 0.6233
H -0.148 0.015 -3.879 0.1269
C -0.283 2.472 -3.670 0.2161
C -2.234 0.933 -1.884 0.0395
C 0.489 -1.491 3.208 0.0190
H -2.219 -1.001 1.513 0.0396
O -0.272 3.223 -4.526 -0.0181
H 0.657 -0.579 3.799 0.0461
C 0.341 -0.363 1.005 -0.0547
H 1.458 -1.987 3.050 0.0487
N -0.163 -1.182 1.938 0.5589
O -0.392 -0.208 -0.021 0.2620
O 2.875 0.850 -2.219 0.0172
```

Computed properties:
<S²>	6.039
relative energy (zero: lowest compared OMol25 entry of this formula, charge and spin)	0.0	kcal/mol
charge	+3
HOMO (spin up / spin down)	-17.2 / -23.6	eV
gap between HOMO and LUMO (spin up / spin down)	5.127 / 8.005	eV
calculated total energy	-973.01017	a.u.
multiplicity	5



No. 2
Formula: C4H11NS2
Source: the Open Molecules 2025 dataset
Level of theory: the ωB97M-V functional and the def2-TZVPD basis

The geometry in XYZ format:
```
18
Properties=species:S:1:pos:R:3:nbo_charge:R:1
H -0.798 -3.466 2.663 0.1177
S -1.055 -2.201 3.006 -0.1480
H 1.092 0.099 -1.230 0.3438
H 0.412 -1.687 -0.623 0.2163
H -1.643 -0.591 -1.242 0.2013
H -0.850 1.562 -1.107 0.1676
H -0.618 1.426 0.665 0.1925
S 0.383 -1.354 1.770 0.1106
H -0.902 -2.498 0.165 0.2278
N 0.983 0.785 -0.495 -0.6317
H 2.271 2.374 -0.034 0.1925
H -2.040 -0.282 0.487 0.2204
C 1.642 2.033 -0.862 -0.4139
H 2.247 1.949 -1.764 0.1963
C -0.458 0.946 -0.288 -0.2152
C -0.355 -1.553 0.127 -0.5333
C -1.240 -0.391 -0.243 -0.4236
H 0.929 2.848 -0.996 0.1789
```

Computed properties:
relative energy (zero: lowest compared OMol25 entry of this formula, charge and spin)	17.0	kcal/mol
charge	0
HOMO	-8.7	eV
gap between HOMO and LUMO	9.384	eV
calculated total energy	-1010.11127	a.u.



No. 3
Formula: C29H84O23
Source: the Open Molecules 2025 dataset
Level of theory: the ωB97M-V functional and the def2-TZVPD basis

The geometry in XYZ format:
```
136
Properties=species:S:1:pos:R:3:lowdin_charge:R:1
H 15.694 15.992 11.122 0.0666
C 15.655 7.119 12.350 -0.2394
C 16.038 16.759 10.428 -0.0324
O 16.567 14.070 13.430 -0.0617
H 7.850 13.131 12.898 0.1189
H 8.492 11.150 7.614 0.0818
H 11.329 18.257 12.259 0.1221
H 10.995 15.349 10.575 0.0410
H 9.267 13.660 13.743 0.0999
H 11.991 9.131 8.596 0.1077
H 17.531 16.117 15.899 0.0809
H 11.949 8.950 15.224 0.0847
O 15.244 12.515 8.565 -0.0971
H 10.770 12.178 16.037 0.0665
H 15.379 11.519 15.600 0.1092
C 12.203 10.669 16.516 -0.5045
H 14.277 7.050 10.986 0.0353
O 14.113 14.094 12.246 -0.0790
H 15.016 15.204 16.214 0.0971
C 13.980 12.707 12.098 -0.1799
C 15.535 14.293 7.015 -0.1690
O 14.931 15.233 6.019 -0.0919
H 14.079 17.170 9.803 0.1110
H 12.940 7.793 7.962 0.1147
H 10.739 15.881 13.745 0.1036
H 16.484 13.918 6.631 0.1213
O 13.452 10.570 17.103 -0.0368
H 14.266 19.221 8.549 0.0662
C 11.744 12.082 16.518 -0.0430
H 14.329 12.466 6.625 0.1249
C 15.194 18.765 8.894 -0.0185
H 11.085 18.223 14.073 0.1121
H 11.715 13.518 12.659 0.0621
C 14.958 17.747 10.091 -0.4571
O 12.924 18.381 13.502 -0.1061
O 7.543 14.556 14.300 -0.0680
H 11.182 10.336 14.572 0.0699
H 16.816 11.296 10.475 0.0968
C 12.892 8.539 8.755 -0.1670
H 12.308 12.636 10.705 0.1242
H 15.378 18.707 11.657 0.1009
H 12.958 17.655 6.575 0.1056
O 14.655 9.226 12.324 -0.0917
H 14.990 14.308 12.573 0.0437
H 15.586 18.264 8.009 0.0711
H 12.474 12.625 15.917 0.0770
C 17.314 10.506 16.204 -0.2347
O 11.556 12.576 12.566 -0.0670
H 14.251 12.310 13.077 0.1110
C 14.643 13.133 7.428 -0.2072
C 11.678 16.794 7.727 -0.2153
O 15.025 6.515 11.261 -0.0637
H 11.737 12.497 17.526 0.0880
C 11.627 17.825 13.215 -0.1787
H 17.586 12.751 11.132 0.1055
H 13.710 13.525 7.834 0.0970
C 11.684 15.628 8.762 -0.2693
H 6.713 11.007 15.540 0.0795
H 10.686 11.073 9.801 0.1017
H 12.862 15.114 12.141 0.0091
H 16.383 16.201 9.557 0.0728
H 13.336 10.538 18.056 0.1154
C 8.047 12.183 14.853 -0.2368
O 9.509 11.115 11.401 -0.0566
O 12.829 16.773 6.931 -0.0683
H 8.426 12.374 15.856 0.1063
H 14.669 9.481 13.249 0.0428
O 6.697 11.706 14.882 -0.0622
H 19.847 11.629 10.427 0.1199
C 11.692 16.239 13.356 -0.1138
C 15.930 8.608 12.102 -0.1882
C 18.971 11.125 10.834 -0.2450
H 13.406 18.176 12.698 0.0174
H 11.871 7.196 9.841 0.0898
H 16.440 11.022 14.307 0.1042
O 10.683 15.595 9.701 -0.0532
H 14.787 11.736 8.892 0.0217
H 17.030 9.877 17.048 0.1173
H 16.749 13.843 15.400 0.1135
C 15.077 15.088 15.132 -0.0401
O 18.997 10.933 12.237 -0.0729
H 11.836 14.648 8.310 0.1035
O 8.887 10.323 7.899 -0.0758
H 7.703 10.304 9.620 0.1158
C 12.087 10.024 15.094 -0.0065
H 18.196 12.170 16.034 0.0716
H 14.671 15.921 14.558 0.0782
H 11.513 10.116 17.154 0.1344
H 10.773 16.890 7.129 0.1194
H 18.026 9.864 15.685 0.1141
H 9.400 12.192 9.734 0.1191
H 6.616 14.405 14.103 0.0806
H 15.054 6.920 13.238 0.1248
C 9.630 11.175 10.052 -0.2939
H 10.278 11.364 11.918 0.0411
H 17.105 12.425 8.654 0.0284
H 18.947 10.166 10.318 0.1209
H 16.899 17.198 10.932 0.0848
H 16.582 6.552 12.429 0.1184
H 14.333 9.964 10.524 0.0516
H 14.947 8.502 8.958 0.1193
H 14.140 15.617 6.404 0.0108
H 14.707 12.274 11.411 0.1048
H 12.600 15.754 9.339 0.0962
O 12.003 15.537 12.079 -0.1250
H 15.898 19.545 9.181 0.0719
O 12.625 7.775 9.974 -0.0873
O 14.243 10.348 9.649 -0.0783
H 14.700 9.565 15.958 0.0546
O 17.901 11.639 16.777 -0.0493
H 12.567 11.137 11.570 0.1170
C 12.566 12.221 11.679 -0.2202
H 18.507 15.560 14.657 0.0702
H 15.727 14.922 7.884 0.0958
H 12.493 15.965 14.042 0.0975
C 17.720 11.904 10.459 -0.2194
H 9.024 9.150 9.671 0.1148
H 19.124 9.993 12.382 0.0765
C 16.050 10.722 15.279 -0.2277
H 17.304 16.696 14.196 0.0788
C 14.255 9.312 8.729 -0.2005
C 17.471 15.838 14.847 -0.0317
O 17.947 12.362 9.110 -0.0792
H 11.612 17.659 8.386 0.1159
O 14.557 18.398 11.266 -0.0514
C 8.225 13.375 13.892 -0.2255
H 14.505 9.620 7.714 0.1311
C 16.465 14.643 14.716 -0.4528
O 15.341 9.507 15.245 -0.0846
H 12.961 10.275 14.493 0.0596
H 17.499 13.874 13.306 0.0978
H 8.652 11.365 14.461 0.1017
C 8.737 10.140 9.316 -0.2062
H 16.265 8.964 11.127 0.1126
H 14.358 14.275 15.029 0.0630
H 16.669 8.897 12.848 0.1046
```

Computed properties:
relative energy (zero: lowest compared OMol25 entry of this formula, charge and spin)	41.7	kcal/mol
charge	0
HOMO	-9.7	eV
gap between HOMO and LUMO	9.911	eV
calculated total energy	-2885.62086	a.u.



No. 4
Formula: C13H9Co2N2O6
Source: the Open Molecules 2025 dataset
Level of theory: the ωB97M-V functional and the def2-TZVPD basis

The geometry in XYZ format:
```
32
Properties=species:S:1:pos:R:3:nbo_charge:R:1
C -2.848 -0.188 -2.913 0.5008
H -2.737 -0.178 -0.475 0.1707
C -0.745 1.214 -3.262 0.4914
Co -1.202 2.103 -0.208 -0.1047
H 3.045 -4.321 0.588 0.2238
N 1.067 -0.926 1.507 -0.2558
C -3.363 2.094 -3.673 0.5087
C -0.267 -0.354 1.536 -0.3151
O -4.048 2.515 -4.511 -0.5788
N 2.456 -2.600 1.641 -0.3171
H -0.315 0.260 2.451 0.2029
O -3.201 -1.243 -3.203 -0.5834
C 0.466 2.395 -0.469 0.4737
C -0.800 0.453 0.429 -0.3690
O -1.689 4.237 1.751 -0.6127
H 4.065 -1.593 2.653 0.2273
O 1.609 2.541 -0.593 -0.6309
C 2.958 -3.958 1.615 -0.4063
H 2.305 -4.631 2.181 0.2173
C -1.904 3.178 -1.689 0.3758
H 0.500 -2.829 0.734 0.2443
C -1.528 3.370 0.997 0.4422
H 3.945 -3.986 2.075 0.2210
H 2.413 0.596 2.358 0.2637
O 0.249 0.997 -3.825 -0.5860
Co -2.270 1.422 -2.459 -0.1230
C 3.101 -1.494 2.198 -0.0755
O -1.961 4.315 -1.969 -0.6228
H -0.948 -1.207 1.653 0.1714
C -1.867 0.478 -0.408 -0.3795
C 2.253 -0.440 2.104 -0.0262
C 1.263 -2.220 1.189 0.2519
```

Computed properties:
charge	-1
HOMO	-1.4	eV
gap between HOMO and LUMO	2.951	eV
calculated total energy	-3827.09364	a.u.